Entry 1:
{"formula": "H4N2O2Si", "method": "wB97M-V/def2-TZVPD", "symbols": ["N", "N", "O", "O", "Si", "H", "H", "H", "H"], "positions_angstrom": [[-1.135022, 1.081842, -0.423582], [1.325824, -0.070119, 0.010973], [1.553015, 1.113820, 0.220514], [2.097889, -1.034201, 0.146524], [-0.339875, -0.359231, -0.500587], [-2.136743, 1.401876, -0.635323], [-0.622859, 1.910987, -0.046251], [-0.517661, -1.758483, -0.669146], [-0.224571, -2.286488, 1.896879]], "forces_ev_per_angstrom": [[-2.8, 3.0, 0.1], [-0.5, -1.4, 0.0], [1.2, 0.7, 0.4], [-0.1, 1.1, -0.1], [1.1, -0.5, 0.2], [2.2, -1.3, 0.3], [-0.3, -1.3, -0.4], [-0.8, -0.6, -0.2], [-0.1, 0.3, -0.2]], "total_energy_ha": -551.6397, "spin_multiplicity": 1, "e_homo_ev": [-7.07, -10.39], "relative_energy_kcal_mol": 110.37, "gap_ha": [0.227, 0.358]}

Entry 2:
{"formula": "C13H20I2N2Si", "method": "wB97M-V/def2-TZVPD", "symbols": ["C", "C", "Si", "N", "C", "C", "N", "C", "I", "C", "C", "I", "H", "H", "H", "H", "H", "H", "H", "H", "H", "H", "H", "H", "H", "H", "C", "C", "C", "C", "C", "C", "H", "H", "H", "H", "H", "H"], "positions_angstrom": [[1.045563, 1.167496, 4.210647], [0.884852, 1.391387, 2.892253], [1.313041, 0.133525, 1.566640], [1.746511, 0.986805, 0.114742], [2.753047, -0.871447, 2.205918], [3.075878, -2.162387, 1.431550], [4.381737, -2.747561, 1.732993], [-0.265432, -0.903927, 1.353135], [-1.468613, -1.080000, 3.089757], [-0.724525, -1.551911, 0.279032], [-2.006806, -2.334051, 0.167389], [0.362943, -1.579827, -1.525362], [1.989283, 0.782352, 4.587912], [0.241054, 1.353019, 4.919928], [0.438390, 2.325916, 2.539527], [1.008926, 1.580164, -0.245253], [2.592925, 1.531407, 0.220239], [3.617148, -0.195852, 2.158680], [2.601457, -1.090778, 3.266360], [2.314451, -2.908337, 1.661442], [3.085034, -1.930370, 0.365574], [5.125881, -2.093589, 1.530190], [4.444369, -3.032125, 2.701900], [-2.832026, -1.636551, 0.007466], [-2.184993, -2.928257, 1.060056], [-1.975270, -3.002347, -0.688849], [-3.182708, 1.382272, -2.242400], [-3.989300, 1.910584, -3.241312], [-3.436122, 2.264957, -4.464089], [-2.078210, 2.084587, -4.690828], [-1.272769, 1.553396, -3.693134], [-1.824710, 1.205256, -2.468676], [-3.613170, 1.108035, -1.287060], [-5.049020, 2.046580, -3.066830], [-4.063729, 2.681663, -5.241449], [-1.648257, 2.357704, -5.646064], [-0.213726, 1.408745, -3.868321], [-1.193105, 0.793468, -1.693706]], "forces_ev_per_angstrom": [[-0.2, 0.2, -0.4], [0.9, 0.1, -0.2], [0.7, 0.9, 0.7], [-0.2, -0.3, 0.1], [0.0, -0.2, -0.3], [0.5, 0.5, 0.3], [-0.2, -0.3, -0.1], [0.0, 0.0, -0.4], [0.0, 0.0, 0.0], [0.0, 0.0, 0.2], [0.2, 0.0, -0.3], [0.2, -0.3, -0.1], [-0.6, -1.3, 0.0], [0.6, 1.2, 0.3], [-1.5, -0.6, 0.2], [0.1, 0.0, -0.2], [0.0, 0.0, -0.1], [0.0, 0.0, 0.0], [0.0, 0.0, 0.0], [-0.1, 0.0, -0.3], [-0.3, -0.2, -0.1], [0.0, 0.0, 0.1], [0.1, 0.1, 0.0], [-0.1, 0.0, 0.1], [-0.1, 0.1, 0.1], [0.0, 0.0, 0.0], [0.0, 0.0, 0.0], [0.0, 0.0, 0.0], [0.0, 0.0, 0.0], [0.0, 0.0, 0.0], [0.0, 0.0, 0.0], [-0.1, 0.1, 0.0], [0.0, 0.0, 0.0], [0.0, 0.0, 0.0], [0.0, 0.0, 0.0], [0.0, 0.0, 0.0], [0.0, 0.0, 0.0], [-0.1, 0.1, 0.0]], "total_energy_ha": -1501.7037, "spin_multiplicity": 1, "e_homo_ev": -8.29, "gap_ha": 0.309}

Entry 3:
{"formula": "C12H16B2ClCrF8O16", "method": "wB97M-V/def2-TZVPD", "symbols": ["Cr", "Cl", "O", "O", "O", "O", "B", "F", "F", "F", "F", "B", "F", "F", "F", "F", "C", "C", "O", "C", "O", "O", "H", "H", "H", "H", "C", "C", "O", "C", "O", "O", "H", "H", "H", "H", "C", "C", "O", "C", "O", "O", "H", "H", "H", "H", "C", "C", "O", "C", "O", "O", "H", "H", "H", "H"], "positions_angstrom": [[0.130170, 0.370529, -1.031373], [2.557760, 0.656459, -3.845653], [3.483910, 1.804499, -3.675433], [3.264170, -0.612951, -3.602013], [1.476020, 0.843889, -2.955043], [2.116740, 0.775719, -5.181183], [2.492870, 0.853219, 0.191427], [1.965830, -0.314631, -0.286813], [1.561670, 1.733859, -0.365973], [2.434330, 0.951639, 1.564837], [3.688830, 1.104079, -0.381523], [-2.220960, -0.339771, -1.879093], [-2.216010, -1.691911, -1.626093], [-3.396990, 0.183969, -2.451743], [-1.900040, 0.245729, -0.688843], [-1.177750, 0.072429, -2.616863], [-1.317990, 1.729659, 4.557847], [-2.217750, 2.673579, 3.782987], [-2.111810, 2.258509, 2.448877], [-1.061190, 1.459739, 2.295417], [-0.567850, 1.233369, 1.156417], [-0.421710, 1.282129, 3.501357], [-1.891130, 0.902319, 4.976307], [-0.716770, 2.236199, 5.312867], [-1.819740, 3.676979, 3.934237], [-3.193560, 2.673399, 4.268667], [1.076620, -3.315901, 3.150147], [0.136470, -4.249141, 2.366847], [-0.544830, -3.397731, 1.399707], [0.003230, -2.211501, 1.427837], [-0.208830, -1.295441, 0.663967], [0.876380, -2.076821, 2.498327], [2.090720, -3.622341, 2.893647], [1.003780, -3.343481, 4.237367], [-0.573400, -4.690131, 3.066647], [0.786270, -4.938281, 1.827467], [1.547830, -4.632951, -3.060263], [1.300820, -4.954071, -1.607483], [1.096060, -3.793141, -1.073973], [0.850140, -2.862091, -2.015453], [0.506450, -1.675371, -1.791153], [0.952280, -3.410411, -3.195393], [0.937990, -5.372281, -3.579473], [2.594640, -4.641681, -3.363943], [2.156690, -5.511751, -1.227253], [0.483300, -5.664921, -1.487253], [-1.290010, 5.553529, -0.155033], [-2.302970, 5.405549, -1.309253], [-1.933060, 4.248499, -1.965653], [-1.118630, 3.477249, -1.163133], [-0.663850, 2.364909, -1.430043], [-0.814380, 4.201349, -0.047963], [-1.837890, 5.826989, 0.746717], [-0.434770, 6.224389, -0.236433], [-2.273080, 6.269369, -1.973353], [-3.345010, 5.324989, -0.999783]], "forces_ev_per_angstrom": [[0.7, 0.0, -0.4], [4.3, 2.1, 0.0], [-0.5, -1.6, 0.5], [-1.1, 1.0, -0.2], [-1.6, -0.4, 1.2], [-1.1, -1.1, -1.8], [0.6, 1.2, 0.2], [0.6, -2.9, 0.3], [-0.5, 2.4, 0.1], [0.4, -0.2, 0.5], [1.4, 0.0, 0.3], [-2.5, -0.6, -0.5], [-0.7, -0.9, -0.6], [0.0, -0.6, 0.5], [-1.6, 1.0, 2.9], [1.7, 0.1, -3.2], [0.6, -0.2, -1.0], [0.5, 0.6, 1.9], [-1.7, 0.0, 0.0], [4.2, 0.5, -4.4], [-2.4, 0.6, 5.9], [-1.0, -0.7, -0.3], [0.3, -0.2, 0.0], [-0.1, -0.2, 0.0], [0.0, 0.3, -0.6], [-0.5, -0.2, -0.9], [0.7, -0.4, -1.6], [0.0, 0.4, 0.3], [0.0, -1.9, 0.9], [0.9, 3.7, -0.6], [0.0, -2.6, 2.1], [-0.6, 0.4, -0.1], [0.2, 0.0, 0.3], [-0.5, 0.6, -0.1], [-0.2, -0.3, -0.6], [-0.7, -0.4, 0.0], [-0.3, -2.8, -0.6], [1.6, -5.1, -1.8], [-0.7, 4.8, 3.4], [-2.0, 6.0, 1.5], [1.8, -5.6, -1.3], [-0.3, 1.7, -1.4], [0.5, 0.1, -0.8], [-0.1, 0.2, -0.1], [0.3, 0.4, 0.5], [-0.6, 0.2, 0.1], [-0.9, -0.9, 0.2], [0.1, 1.7, 0.3], [1.0, -2.1, -0.4], [1.4, -1.5, -0.5], [-2.1, 4.3, 0.4], [0.1, -0.5, -0.1], [0.2, -0.2, 0.2], [-0.1, 0.0, -0.6], [0.2, -0.2, -0.3], [0.0, -0.1, 0.5]], "total_energy_ha": -4024.2339, "spin_multiplicity": 5, "e_homo_ev": [-4.67, -5.10], "total_charge": -1, "gap_ha": [0.246, 0.262], "s_squared": 6.002}

Entry 4:
{"formula": "C4H5N3", "method": "wB97M-V/def2-TZVPD", "symbols": ["C", "C", "C", "C", "H", "H", "H", "H", "H", "N", "N", "N"], "positions_angstrom": [[-0.983281, -0.745598, -0.080678], [-0.999492, 0.481190, -0.682352], [-0.038651, 1.445528, 0.244433], [1.562621, 0.134664, -0.469046], [-0.143899, -2.041840, 1.124538], [-1.800452, -1.492698, 0.213790], [-1.941954, 0.893764, -1.006389], [-0.663974, 2.147904, 0.917240], [2.448257, 0.402594, -1.010792], [0.137986, -1.110096, 0.581546], [1.119989, 1.033813, 0.503533], [1.302845, -1.149222, -0.335826]], "forces_ev_per_angstrom": [[-1.7, 0.4, 0.7], [0.4, 1.6, 2.8], [-4.0, -1.4, -1.1], [1.3, -3.2, 2.1], [2.1, 2.3, -1.9], [0.4, 1.6, -1.4], [0.0, 0.0, -0.3], [1.4, -0.7, -1.2], [0.0, 0.2, -0.7], [0.3, -4.7, 1.1], [0.4, 1.4, -1.0], [-0.6, 2.5, 0.9]], "total_energy_ha": -319.5242, "spin_multiplicity": 1, "e_homo_ev": -8.74, "relative_energy_kcal_mol": 117.95, "gap_ha": 0.347}

Entry 5:
{"formula": "C3H4O2", "method": "wB97M-V/def2-TZVPD", "symbols": ["C", "C", "C", "H", "H", "H", "H", "O", "O"], "positions_angstrom": [[0.815660, -0.064379, -0.827237], [-0.519502, -0.299174, -0.201678], [-0.720182, 0.258294, 1.228113], [1.007051, 1.020991, -0.889450], [0.845562, -0.520823, -1.822429], [1.607582, -0.478063, -0.206043], [-1.704174, 0.007977, 1.683624], [-1.445246, -0.875745, -0.733768], [0.113248, 0.950922, 1.768869]], "forces_ev_per_angstrom": [[0.1, 0.3, -0.4], [-0.5, -0.3, 0.0], [0.4, 0.5, 0.1], [-0.1, -0.4, 0.0], [0.0, 0.2, 0.3], [0.0, 0.0, 0.1], [0.3, 0.0, -0.1], [0.5, 0.4, 0.5], [-0.8, -0.7, -0.4]], "total_energy_ha": -267.1674, "spin_multiplicity": 1, "e_homo_ev": -9.93, "relative_energy_kcal_mol": 15.93, "gap_ha": 0.346}

Entry 6:
{"formula": "C4H4NO2", "method": "wB97M-V/def2-TZVPD", "symbols": ["C", "C", "C", "C", "N", "O", "O", "H", "H", "H", "H"], "positions_angstrom": [[-0.877104, 1.580748, 0.388236], [-0.879892, -0.881817, -0.278183], [-0.380163, 0.407930, 0.016410], [2.299731, 0.129822, -0.147081], [-0.702430, -1.921419, 0.415097], [2.498828, 0.288463, -1.293412], [2.356731, 0.103330, 1.010057], [-0.113686, 2.356469, 0.701400], [-1.996360, 1.709394, 0.526742], [-1.362036, -1.007426, -1.359274], [-0.843616, -2.765492, 0.020009]], "forces_ev_per_angstrom": [[0.0, -0.1, 0.5], [-0.8, 1.3, -3.0], [0.2, -0.3, -0.3], [-0.3, 1.2, -0.7], [1.3, 1.5, 3.5], [-0.1, -0.6, 0.4], [0.3, -0.5, 0.5], [-1.4, -0.3, -0.6], [1.2, 0.4, 0.3], [0.9, 0.4, 1.4], [-1.1, -3.0, -1.9]], "total_energy_ha": -360.0078, "spin_multiplicity": 1, "e_homo_ev": -2.17, "total_charge": -1, "relative_energy_kcal_mol": 80.28, "gap_ha": 0.222}

Entry 7:
{"formula": "C2HCl4NO2", "method": "wB97M-V/def2-TZVPD", "symbols": ["C", "C", "N", "O", "O", "Cl", "Cl", "Cl", "Cl", "H"], "positions_angstrom": [[-0.036401, 0.127011, -0.438316], [0.875091, 0.757220, -1.201121], [-1.449418, 0.223978, -0.579265], [-2.104109, -0.431317, 0.202447], [-1.914826, 0.956486, -1.427224], [-1.916051, 3.854305, -1.244797], [-0.321011, 4.898176, -1.888599], [0.548075, 1.695380, -2.570310], [2.526865, 0.609094, -0.793017], [0.261610, -0.473084, 0.408218]], "forces_ev_per_angstrom": [[1.3, 0.2, 0.0], [-0.8, -0.3, 0.3], [-0.5, 0.3, -0.3], [-0.2, -0.3, 0.4], [-0.2, -0.1, -0.2], [0.4, 0.5, -0.1], [-0.4, -0.1, 0.2], [0.2, 0.0, -0.1], [0.1, -0.1, 0.0], [0.0, 0.0, -0.1]], "total_energy_ha": -2122.6523, "spin_multiplicity": 1, "e_homo_ev": -10.65, "relative_energy_kcal_mol": 23.69, "gap_ha": 0.351}

Entry 8:
{"formula": "C4H11NOS", "method": "wB97M-V/def2-TZVPD", "symbols": ["C", "C", "C", "C", "N", "O", "S", "H", "H", "H", "H", "H", "H", "H", "H", "H", "H", "H"], "positions_angstrom": [[-0.439821, -0.065378, -1.035476], [-2.360637, 0.111125, 0.732824], [-0.049159, 0.920649, 1.223000], [-0.949436, 0.351772, 0.388127], [4.687765, 0.801680, 0.519723], [3.991360, -1.468715, 1.141675], [4.252914, -0.596381, 0.030424], [0.380705, 0.533234, -1.474463], [-1.250262, -0.147457, -1.790518], [0.040029, -1.122782, -0.854326], [-3.060603, 0.719888, 0.368986], [-2.632675, -0.904233, 0.472937], [-2.463010, 0.299044, 1.883310], [1.034618, 1.050129, 1.276489], [-0.350972, 1.018276, 2.342302], [-2.404568, -1.611057, -2.606107], [4.634210, 1.437880, -0.330696], [-3.060451, -1.327682, -2.288209]], "forces_ev_per_angstrom": [[0.3, -1.7, 0.8], [2.1, -2.0, 4.3], [-1.4, -1.0, 3.2], [3.1, 1.5, -1.5], [-0.8, -0.2, -1.9], [0.1, -0.6, -0.1], [0.2, 1.7, 0.9], [-0.5, 0.0, 0.6], [0.6, 0.0, 0.7], [-1.1, 1.7, -0.7], [-2.5, 2.7, -2.2], [-0.2, -0.3, 0.2], [0.1, -0.8, -1.9], [-0.3, -0.1, -1.4], [-0.1, 0.1, -2.0], [-1.2, 0.4, 0.5], [0.5, -0.9, 1.1], [1.0, -0.6, -0.6]], "total_energy_ha": -687.0486, "spin_multiplicity": 1, "e_homo_ev": -9.21, "relative_energy_kcal_mol": 100.85, "gap_ha": 0.310}